# C4H12

A 2-piece molecular cluster, C4H12 overall (ωB97M-V/def2-TZVPD, OMol25).

Calculated values
- Net charge: 0
- Relative energy (zero: lowest compared OMol25 entry of this formula, charge and spin): 0.3800 eV
- Maximum force: 1.075 eV Å⁻¹
- SMILES string: CC.CC

Each line ends with the Löwdin charge.
Atoms and positions in Å:
1 C 0.222 -1.105 1.160  -0.165
2 C 1.426 -1.637 1.962  -0.160
3 H 0.293 -0.042 0.952  0.030
4 H 0.115 -1.556 0.172  0.064
5 H -0.682 -1.252 1.750  0.061
6 H 1.092 -1.907 2.967  0.055
7 H 2.183 -0.876 2.168  0.061
8 H 1.814 -2.557 1.526  0.059
9 C -0.073 1.282 -1.589  -0.172
10 C -1.585 1.464 -1.537  -0.163
11 H 0.259 0.439 -2.199  0.063
12 H 0.390 2.096 -2.147  0.060
13 H 0.409 1.180 -0.627  0.031
14 H -2.016 1.321 -0.543  0.058
15 H -2.151 0.773 -2.162  0.061
16 H -1.848 2.488 -1.804  0.058

# C4H9O3

A 2-piece molecular cluster, C4H9O3 overall (ωB97M-V/def2-TZVPD, OMol25).

Calculated values
- Net charge: -1
- Relative energy (zero: lowest compared OMol25 entry of this formula, charge and spin): 1.2478 eV
- Maximum force: 1.472 eV Å⁻¹

Each line ends with the Löwdin charge.
Atoms and positions in Å:
1 C -1.522 0.370 -1.231  -0.198
2 C -0.985 1.754 -0.823  -0.159
3 C -1.553 -0.672 -0.057  -0.765
4 O -1.369 -0.167 1.070  -0.087
5 O -1.720 -1.848 -0.441  -0.097
6 H -2.469 0.534 -1.753  0.085
7 H -0.790 0.035 -1.978  0.086
8 H -0.889 2.469 -1.643  0.047
9 H 0.003 1.613 -0.362  0.054
10 H -1.524 2.186 0.028  0.058
11 C 1.830 -1.017 1.392  -0.146
12 O 3.248 -0.799 1.246  -0.147
13 H 3.421 -1.184 0.381  0.058
14 H 1.622 -2.048 1.141  0.073
15 H 1.570 -0.629 2.371  0.081
16 H 1.126 -0.597 0.659  0.058

# C3H5NO3S

A single C3H5NO3S molecule (ωB97M-V/def2-TZVPD, OMol25).

Calculated values
- Net charge: 0
- Relative energy (zero: lowest compared OMol25 entry of this formula, charge and spin): 3.5053 eV
- Maximum force: 4.855 eV Å⁻¹
- SMILES string: CS/C(=N\O)C(=O)O

Each line ends with the Löwdin charge.
Atoms and positions in Å:
1 C -1.951 -0.916 0.415  -0.363
2 C 0.754 -0.052 -0.527  -0.439
3 C 2.153 -0.485 -0.171  -0.536
4 H -1.770 -0.417 1.307  0.001
5 H -2.713 -1.698 0.788  0.075
6 H -2.456 -0.392 -0.391  0.001
7 H -1.119 2.480 -0.176  0.090
8 H 2.701 1.452 0.208  0.199
9 N 0.366 1.166 -0.262  0.004
10 O -0.971 1.595 -0.484  -0.048
11 O 3.052 0.455 0.055  0.089
12 O 2.395 -1.715 -0.186  0.039
13 S -0.442 -1.474 -0.577  0.888

# C66H150O33

A 12-piece molecular cluster, C66H150O33 overall (ωB97M-V/def2-TZVPD, OMol25).

Calculated values
- Net charge: 0
- Maximum force: 3.550 eV Å⁻¹
- SMILES string: CCOC(C)=O.CCOC(C)=O.CCOC(C)=O.COCCOCCOC.COCCOCCOC.COCCOCCOC.COCCOCCOC.COCCOCCOC.COCCOCCOC.COCCOCCOC.COCCOCCOC.COCCOCCOC

Each line ends with the Löwdin charge.
Atoms and positions in Å:
1 C -30.913 -2.104 2.347  -0.109
2 O -30.293 -3.124 1.592  -0.183
3 C -28.878 -3.115 1.699  -0.211
4 C -28.223 -4.228 0.861  -0.146
5 O -28.437 -5.510 1.535  -0.157
6 C -28.338 -6.639 0.639  -0.167
7 C -28.700 -7.865 1.539  -0.189
8 O -27.753 -8.220 2.564  -0.190
9 C -28.213 -9.223 3.540  -0.080
10 H -30.573 -2.175 3.380  0.081
11 H -32.002 -2.062 2.367  0.089
12 H -30.494 -1.180 1.948  0.084
13 H -28.657 -3.086 2.766  0.119
14 H -28.389 -2.205 1.352  0.116
15 H -27.159 -3.994 0.832  0.119
16 H -28.627 -4.240 -0.151  0.121
17 H -27.318 -6.772 0.279  0.118
18 H -29.005 -6.455 -0.203  0.121
19 H -28.765 -8.712 0.856  0.117
20 H -29.651 -7.560 1.978  0.121
21 H -28.175 -10.268 3.235  0.072
22 H -29.240 -9.056 3.863  0.080
23 H -27.593 -9.278 4.435  0.075
24 C -30.093 -2.730 -7.102  -0.094
25 O -29.329 -1.999 -6.124  -0.173
26 C -28.042 -2.415 -5.798  -0.217
27 C -27.831 -3.823 -5.218  -0.184
28 O -28.159 -4.812 -6.197  -0.149
29 C -28.092 -6.144 -5.657  -0.152
30 C -26.629 -6.679 -5.426  -0.147
31 O -25.915 -6.026 -4.332  -0.213
32 C -24.648 -6.582 -4.132  -0.132
33 H -30.438 -3.733 -6.853  0.082
34 H -29.608 -2.742 -8.078  0.081
35 H -30.929 -2.112 -7.430  0.080
36 H -27.646 -1.720 -5.058  0.122
37 H -27.429 -2.166 -6.665  0.122
38 H -28.376 -3.888 -4.276  0.126
39 H -26.814 -3.955 -4.851  0.110
40 H -28.484 -6.761 -6.466  0.118
41 H -28.840 -6.258 -4.871  0.124
42 H -26.062 -6.899 -6.331  0.124
43 H -26.782 -7.649 -4.952  0.112
44 H -24.589 -7.665 -4.240  0.083
45 H -24.285 -6.247 -3.160  0.090
46 H -23.956 -6.233 -4.899  0.086
47 C -30.500 -11.650 7.713  -0.081
48 O -30.387 -11.378 9.109  -0.176
49 C -29.381 -10.493 9.466  -0.225
50 C -28.051 -11.145 9.841  -0.164
51 O -27.482 -11.776 8.678  -0.148
52 C -26.327 -12.441 8.990  -0.217
53 C -25.514 -12.910 7.716  -0.131
54 O -26.192 -14.003 7.037  -0.226
55 C -25.816 -14.476 5.752  -0.108
56 H -30.770 -10.738 7.182  0.085
57 H -31.282 -12.400 7.592  0.087
58 H -29.557 -12.096 7.394  0.080
59 H -29.718 -10.014 10.385  0.125
60 H -29.155 -9.711 8.740  0.127
61 H -28.042 -11.731 10.760  0.129
62 H -27.381 -10.295 9.976  0.120
63 H -26.510 -13.321 9.607  0.129
64 H -25.697 -11.691 9.469  0.119
65 H -24.494 -13.275 7.832  0.121
66 H -25.570 -12.060 7.036  0.114
67 H -24.745 -14.675 5.727  0.076
68 H -26.010 -13.740 4.971  0.080
69 H -26.285 -15.445 5.579  0.085
70 C -27.626 -18.048 2.008  -0.088
71 O -27.461 -16.637 1.734  -0.192
72 C -27.842 -16.236 0.433  -0.199
73 C -27.238 -14.835 0.067  -0.147
74 O -25.794 -14.852 0.012  -0.128
75 C -25.236 -13.646 -0.431  -0.213
76 C -23.763 -13.904 -0.632  -0.208
77 O -23.524 -14.672 -1.786  -0.168
78 C -22.253 -15.123 -1.919  -0.147
79 H -27.024 -18.673 1.348  0.083
80 H -28.678 -18.303 1.880  0.080
81 H -27.388 -18.329 3.034  0.082
82 H -28.928 -16.190 0.350  0.117
83 H -27.561 -17.013 -0.278  0.118
84 H -27.592 -14.062 0.749  0.122
85 H -27.632 -14.610 -0.924  0.117
86 H -25.369 -12.790 0.229  0.126
87 H -25.683 -13.415 -1.398  0.126
88 H -23.412 -14.398 0.274  0.130
89 H -23.192 -12.978 -0.707  0.123
90 H -22.003 -15.651 -2.839  0.094
91 H -22.014 -15.755 -1.064  0.090
92 H -21.610 -14.247 -1.840  0.083
93 C -18.446 -4.396 2.152  -0.091
94 O -17.011 -4.219 2.097  -0.188
95 C -16.276 -5.451 1.879  -0.196
96 C -14.777 -5.352 1.911  -0.211
97 O -14.304 -5.093 3.213  -0.141
98 C -12.904 -4.811 3.352  -0.161
99 C -12.633 -4.589 4.863  -0.218
100 O -12.983 -5.671 5.678  -0.174
101 C -12.415 -5.710 6.978  -0.095
102 H -18.668 -5.007 3.027  0.080
103 H -18.858 -4.843 1.248  0.079
104 H -18.919 -3.418 2.240  0.080
105 H -16.599 -5.818 0.904  0.119
106 H -16.531 -6.283 2.536  0.123
107 H -14.452 -4.530 1.273  0.126
108 H -14.308 -6.252 1.511  0.128
109 H -12.601 -3.940 2.770  0.122
110 H -12.328 -5.637 2.936  0.122
111 H -13.051 -3.651 5.230  0.123
112 H -11.570 -4.348 4.835  0.115
113 H -12.767 -4.856 7.557  0.084
114 H -11.327 -5.654 7.003  0.085
115 H -12.776 -6.611 7.474  0.085
116 C -21.926 -0.290 3.923  -0.121
117 O -22.911 -1.286 3.698  -0.176
118 C -23.113 -2.026 4.903  -0.177
119 C -24.135 -3.189 4.597  -0.152
120 O -24.111 -4.092 5.699  -0.152
121 C -25.127 -5.005 5.675  -0.226
122 C -25.233 -6.054 6.851  -0.152
123 O -25.765 -5.638 8.114  -0.193
124 C -24.952 -4.800 8.927  -0.100
125 H -20.918 -0.662 3.737  0.078
126 H -21.933 0.205 4.894  0.085
127 H -22.025 0.534 3.216  0.084
128 H -23.426 -1.369 5.714  0.123
129 H -22.208 -2.552 5.209  0.117
130 H -23.802 -3.743 3.719  0.125
131 H -25.144 -2.830 4.395  0.121
132 H -25.092 -5.564 4.740  0.118
133 H -26.069 -4.470 5.556  0.121
134 H -24.232 -6.461 6.995  0.112
135 H -25.858 -6.881 6.515  0.118
136 H -25.565 -4.560 9.796  0.083
137 H -24.831 -3.814 8.477  0.081
138 H -24.039 -5.290 9.265  0.087
139 C -22.842 -9.000 -9.461  -0.101
140 O -21.994 -9.478 -8.393  -0.184
141 C -20.606 -9.561 -8.787  -0.198
142 C -19.725 -10.333 -7.795  -0.177
143 O -19.753 -9.691 -6.492  -0.145
144 C -19.133 -10.566 -5.486  -0.154
145 C -19.083 -9.822 -4.118  -0.166
146 O -18.410 -10.701 -3.153  -0.197
147 C -18.346 -10.163 -1.862  -0.134
148 H -22.895 -9.706 -10.291  0.082
149 H -22.449 -8.071 -9.873  0.079
150 H -23.848 -8.731 -9.140  0.081
151 H -20.207 -8.575 -9.024  0.120
152 H -20.561 -10.059 -9.756  0.115
153 H -18.713 -10.448 -8.184  0.123
154 H -20.151 -11.333 -7.715  0.121
155 H -18.162 -10.970 -5.772  0.126
156 H -19.869 -11.336 -5.255  0.121
157 H -20.065 -9.491 -3.779  0.122
158 H -18.512 -8.907 -4.270  0.116
159 H -19.315 -9.875 -1.454  0.078
160 H -17.818 -9.213 -1.941  0.081
161 H -17.862 -10.873 -1.191  0.091
162 C -22.000 -10.507 12.088  -0.110
163 O -22.377 -9.141 12.049  -0.189
164 C -22.304 -8.410 13.282  -0.189
165 C -23.543 -8.378 14.186  -0.168
166 O -23.904 -9.747 14.522  -0.141
167 C -25.228 -9.865 15.115  -0.153
168 C -25.360 -9.242 16.563  -0.194
169 O -25.143 -7.828 16.569  -0.221
170 C -24.920 -7.351 17.941  -0.072
171 H -20.963 -10.622 12.401  0.080
172 H -21.995 -10.988 11.109  0.082
173 H -22.689 -11.051 12.734  0.078
174 H -22.077 -7.396 12.955  0.123
175 H -21.515 -8.845 13.896  0.119
176 H -24.331 -7.896 13.607  0.130
177 H -23.211 -7.832 15.069  0.118
178 H -25.498 -10.912 15.256  0.115
179 H -26.048 -9.565 14.463  0.115
180 H -24.552 -9.731 17.105  0.114
181 H -26.297 -9.441 17.083  0.119
182 H -25.833 -7.585 18.489  0.079
183 H -24.668 -6.293 18.015  0.084
184 H -24.113 -7.907 18.420  0.079
185 C -16.845 -12.879 12.491  -0.116
186 O -15.465 -13.067 12.543  -0.188
187 C -14.692 -12.487 11.525  -0.203
188 C -14.890 -13.147 10.153  -0.180
189 O -16.115 -12.686 9.567  -0.150
190 C -16.203 -12.955 8.131  -0.129
191 C -15.353 -12.024 7.173  -0.206
192 O -15.811 -10.693 7.367  -0.198
193 C -15.243 -9.692 6.473  -0.080
194 H -17.293 -13.333 11.608  0.081
195 H -16.994 -11.799 12.509  0.089
196 H -17.407 -13.315 13.317  0.087
197 H -13.648 -12.517 11.838  0.124
198 H -14.886 -11.415 11.554  0.122
199 H -14.964 -14.211 10.378  0.129
200 H -13.965 -12.958 9.607  0.118
201 H -17.218 -12.676 7.848  0.121
202 H -15.976 -14.001 7.925  0.118
203 H -15.449 -12.264 6.114  0.116
204 H -14.277 -12.134 7.305  0.106
205 H -15.286 -9.922 5.409  0.078
206 H -14.161 -9.733 6.600  0.075
207 H -15.615 -8.692 6.695  0.086
208 O -21.189 -10.442 5.221  0.075
209 C -21.127 -9.220 5.043  -0.539
210 O -21.741 -8.601 4.040  -0.007
211 C -22.313 -9.318 3.000  -0.255
212 C -22.765 -8.385 1.908  -0.063
213 C -20.470 -8.315 5.992  0.023
214 H -23.226 -9.762 3.398  0.128
215 H -21.610 -10.079 2.662  0.130
216 H -21.941 -7.804 1.493  0.074
217 H -23.496 -7.678 2.301  0.076
218 H -23.243 -8.932 1.096  0.078
219 H -19.616 -7.784 5.572  0.093
220 H -20.213 -8.944 6.844  0.097
221 H -21.232 -7.586 6.267  0.089
222 O -15.209 -5.427 12.377  0.074
223 C -16.338 -5.827 12.075  -0.510
224 O -17.459 -5.496 12.712  0.009
225 C -17.435 -4.499 13.676  -0.266
226 C -18.871 -4.081 13.906  -0.072
227 C -16.497 -6.931 11.067  0.023
228 H -16.889 -3.566 13.537  0.129
229 H -17.053 -4.831 14.641  0.125
230 H -19.265 -3.838 12.919  0.074
231 H -18.946 -3.260 14.619  0.082
232 H -19.534 -4.897 14.194  0.072
233 H -15.626 -7.586 11.083  0.089
234 H -16.747 -6.552 10.077  0.086
235 H -17.339 -7.514 11.441  0.083
236 O -18.214 -2.233 8.928  0.086
237 C -18.847 -3.096 8.349  -0.545
238 O -18.577 -3.618 7.162  -0.037
239 C -17.319 -3.341 6.529  -0.192
240 C -17.524 -2.039 5.735  -0.055
241 C -20.211 -3.653 8.792  0.033
242 H -17.215 -4.197 5.862  0.119
243 H -16.472 -3.208 7.202  0.123
244 H -16.573 -1.721 5.309  0.075
245 H -17.660 -1.237 6.460  0.075
246 H -18.294 -2.180 4.976  0.071
247 H -20.001 -4.636 9.214  0.084
248 H -20.762 -3.726 7.855  0.079
249 H -20.590 -2.950 9.534  0.086

# C4H10BClFNO3SSr

C4H10BClFNO3SSr as an isolated structure (ωB97M-V/def2-TZVPD, OMol25).

Calculated values
- Net charge: +2
- Maximum force: 1.415 eV Å⁻¹

Each line ends with the Löwdin charge.
Atoms and positions in Å:
1 C 2.508 0.835 0.199  -0.081
2 C 1.089 1.394 0.430  -0.225
3 C 0.069 1.196 -0.697  -0.658
4 Cl 0.773 1.002 -2.294  0.796
5 N -0.889 0.030 -0.470  -0.102
6 B -0.204 -1.304 -0.091  -0.562
7 C 0.545 -2.145 -1.153  0.032
8 O -0.236 -1.648 1.231  0.173
9 S -2.115 0.427 0.409  0.588
10 O -1.916 1.282 1.533  -0.209
11 O -2.951 -0.734 0.734  -0.472
12 F -3.064 1.258 -0.528  -0.126
13 H 2.877 0.448 1.146  0.089
14 H 3.178 1.632 -0.093  0.087
15 H 2.545 0.012 -0.504  0.043
16 H 0.699 1.025 1.375  0.105
17 H 1.177 2.471 0.549  0.126
18 H -0.541 2.091 -0.779  0.100
19 H -0.023 -2.228 -2.076  0.087
20 H 0.728 -3.128 -0.730  0.088
21 H 1.505 -1.674 -1.363  0.068
22 H -0.810 -2.381 1.458  0.129
23 Sr -4.944 0.140 1.714  1.924

# CHO4PS

A 2-piece molecular cluster, CHO4PS overall (ωB97M-V/def2-TZVPD, OMol25).

Calculated values
- Net charge: -2
- Relative energy (zero: lowest compared OMol25 entry of this formula, charge and spin): 5.6243 eV
- Maximum force: 4.074 eV Å⁻¹

Each line ends with the Löwdin charge.
Atoms and positions in Å:
1 C -0.432 0.114 0.329  -0.465
2 O 1.358 -0.905 -1.084  -0.483
3 O 0.661 1.434 -1.527  -0.465
4 O 2.229 1.072 0.361  -0.453
5 O -2.390 -1.806 0.634  -0.737
6 P 1.174 0.479 -0.506  -0.186
7 S -1.133 -1.326 -0.034  0.691
8 H -1.467 0.938 1.827  0.097

Number 1: frontier orbital gap 12.812 eV, energy -4342.1483 eV, highest occupied orbital energy -11.61 eV. Number 2: frontier orbital gap 7.658 eV, energy -10437.2176 eV, highest occupied orbital energy -4.08 eV. Number 3: frontier orbital gap 8.788 eV, energy -21656.6718 eV, highest occupied orbital energy -9.05 eV. Number 4: frontier orbital gap 9.333 eV, energy -138420.8975 eV, highest occupied orbital energy -9.29 eV. Number 5: frontier orbital gap 7.312 eV, energy -39515.6508 eV, highest occupied orbital energy -16.59 eV. Number 6: frontier orbital gap 6.108 eV, energy -29364.2376 eV, highest occupied orbital energy 0.07 eV.